Record 1
{"formula": "C3H3N3O2", "method": "wB97M-V/def2-TZVPD", "e_tot_ev": -11722.848, "charge": 0, "homo_ev": -10.281, "multiplicity": 1, "e_above_lowest_kcal_mol": 71.7, "species": ["C", "C", "C", "H", "H", "H", "N", "N", "N", "O", "O"], "coordinates": [[-2.17, 0.25, -0.19], [0.33, -0.26, 0.15], [2.19, 0.50, -0.17], [-2.23, 1.33, -0.28], [-1.43, -1.06, 1.10], [3.04, 1.17, -0.43], [-1.07, -0.31, 0.48], [1.01, 0.88, 0.12], [1.13, -1.29, -0.07], [-3.16, -0.43, -0.41], [2.37, -0.77, -0.29]], "lowdin_charge": [-0.3074, -0.3775, -0.2369, 0.1285, 0.1614, 0.1557, 0.1074, 0.1611, 0.1248, 0.0462, 0.0368]}

***

Record 2
{"formula": "C2H2F6KO7S2", "method": "wB97M-V/def2-TZVPD", "e_tot_ev": -70744.292, "charge": -1, "homo_ev": -6.709, "multiplicity": 1, "e_above_lowest_kcal_mol": 0.0, "species": ["K", "C", "F", "F", "F", "S", "O", "O", "O", "C", "F", "F", "F", "S", "O", "O", "O", "O", "H", "H"], "coordinates": [[-1.35, -26.78, 27.71], [-4.65, -27.91, 31.74], [-4.39, -28.35, 32.98], [-5.21, -28.95, 31.11], [-5.50, -26.90, 31.75], [-2.97, -27.51, 30.93], [-2.42, -28.84, 30.73], [-3.29, -26.84, 29.67], [-2.24, -26.73, 31.93], [3.49, -28.32, 26.12], [2.97, -28.47, 24.88], [3.26, -29.36, 26.91], [4.82, -28.21, 25.95], [2.87, -26.71, 26.86], [1.52, -26.95, 27.37], [3.83, -26.48, 27.94], [2.97, -25.78, 25.78], [0.44, -27.68, 29.75], [1.22, -27.45, 29.20], [0.80, -28.17, 30.49]], "lowdin_charge": [0.9215, -0.6668, 0.1104, 0.1083, 0.1350, 0.4607, -0.3394, -0.4430, -0.3241, -0.6568, 0.1049, 0.1352, 0.1087, 0.4824, -0.4188, -0.3311, -0.3143, -0.1191, -0.0033, 0.0496]}

***

Record 3
{"formula": "C27H41N3O22P2", "method": "wB97M-V/def2-TZVPD", "e_tot_ev": -96753.278, "charge": 0, "smiles": "CCOCC[C@@](C)(C#N)[C@@](N)(C#N)PP(=O)(O)O.O=C1OCCO1.O=C1OCCO1.O=C1OCCO1.O=C1OCCO1.O=C1OCCO1.O=C1OCCO1", "homo_ev": -9.102, "multiplicity": 1, "species": ["C", "C", "O", "C", "C", "C", "C", "C", "N", "C", "N", "C", "N", "P", "P", "O", "O", "O", "H", "H", "H", "H", "H", "H", "H", "H", "H", "H", "H", "H", "H", "H", "H", "H", "H", "O", "C", "O", "C", "C", "O", "H", "H", "H", "H", "O", "C", "O", "C", "C", "O", "H", "H", "H", "H", "O", "C", "O", "C", "C", "O", "H", "H", "H", "H", "O", "C", "O", "C", "C", "O", "H", "H", "H", "H", "O", "C", "O", "C", "C", "O", "H", "H", "H", "H", "O", "C", "O", "C", "C", "O", "H", "H", "H", "H"], "coordinates": [[0.92, 1.77, 0.33], [-0.70, 1.90, 0.14], [-1.42, 0.69, 0.51], [-1.84, -0.07, -0.69], [-1.39, -1.59, -0.44], [-1.13, -2.46, -1.78], [-0.51, -3.89, -1.25], [-2.52, -2.87, -2.51], [-3.51, -2.89, -3.20], [-0.03, -1.85, -2.79], [-0.54, -0.85, -3.76], [1.15, -1.20, -1.87], [2.10, -0.79, -1.23], [0.84, -3.21, -3.85], [2.14, -2.14, -5.30], [2.69, -0.83, -4.64], [1.20, -1.59, -6.65], [3.51, -3.05, -5.76], [1.48, 1.92, -0.67], [1.33, 2.54, 1.07], [1.21, 0.73, 0.73], [-1.02, 2.70, 0.92], [-0.98, 2.34, -0.88], [-1.48, 0.40, -1.67], [-3.00, 0.00, -0.70], [-0.50, -1.69, 0.27], [-2.28, -2.11, 0.10], [0.57, -3.77, -0.89], [-1.13, -4.14, -0.31], [-0.68, -4.74, -2.00], [-0.52, -1.21, -4.74], [-1.52, -0.58, -3.59], [1.64, -4.06, -3.02], [1.09, -0.62, -6.52], [4.21, -2.74, -5.12], [-4.35, 3.78, 0.15], [-4.90, 2.85, 0.68], [-4.51, 1.55, 0.53], [-5.25, 0.79, 1.48], [-6.46, 1.65, 1.74], [-5.97, 2.96, 1.51], [-5.51, -0.19, 1.08], [-4.64, 0.66, 2.38], [-7.27, 1.44, 1.04], [-6.83, 1.54, 2.76], [0.36, 4.28, 2.68], [-0.43, 5.12, 2.33], [-1.25, 5.01, 1.25], [-2.18, 6.08, 1.32], [-1.45, 7.10, 2.15], [-0.62, 6.30, 2.98], [-2.41, 6.46, 0.32], [-3.09, 5.73, 1.80], [-0.82, 7.76, 1.55], [-2.13, 7.71, 2.75], [-3.92, 8.15, 3.02], [-4.47, 8.89, 2.25], [-5.18, 9.99, 2.60], [-5.47, 10.70, 1.40], [-5.39, 9.64, 0.35], [-4.46, 8.72, 0.90], [-6.45, 11.17, 1.45], [-4.71, 11.48, 1.27], [-6.34, 9.13, 0.20], [-5.04, 10.03, -0.61], [-1.08, -4.48, 3.20], [0.10, -4.44, 2.95], [1.07, -4.94, 3.75], [2.28, -4.92, 3.01], [2.03, -3.85, 1.99], [0.62, -3.90, 1.81], [3.13, -4.68, 3.66], [2.44, -5.90, 2.56], [2.31, -2.85, 2.34], [2.55, -4.05, 1.05], [4.36, -6.04, 5.77], [4.33, -4.94, 6.23], [4.72, -4.63, 7.50], [4.75, -3.21, 7.59], [3.80, -2.78, 6.51], [3.90, -3.83, 5.56], [4.44, -2.88, 8.58], [5.78, -2.87, 7.41], [2.77, -2.72, 6.87], [4.09, -1.83, 6.07], [7.55, -7.31, -5.04], [7.01, -6.58, -5.83], [6.29, -5.47, -5.48], [6.01, -4.77, -6.68], [6.09, -5.84, -7.73], [7.02, -6.76, -7.18], [5.02, -4.31, -6.64], [6.76, -3.99, -6.82], [5.14, -6.35, -7.88], [6.45, -5.45, -8.69]], "lowdin_charge": [-0.0887, -0.2261, -0.1958, -0.1707, -0.1045, -0.3920, -0.1128, -0.1235, 0.1272, -0.6015, 0.0260, -0.1690, 0.1560, 0.8755, 0.4873, -0.4067, -0.2393, -0.2459, 0.0656, 0.0570, 0.0585, 0.1040, 0.1251, 0.1121, 0.1244, 0.1267, 0.1403, 0.0760, 0.1029, 0.0815, 0.0510, 0.0781, -0.0424, 0.0841, 0.0911, 0.1528, -0.5298, 0.0431, -0.1310, -0.1353, 0.0645, 0.1375, 0.1410, 0.1349, 0.1363, 0.1370, -0.5367, 0.0400, -0.1373, -0.1374, 0.0712, 0.1371, 0.1296, 0.1369, 0.0971, 0.1364, -0.5146, 0.0747, -0.1308, -0.1283, 0.0650, 0.1374, 0.1366, 0.1383, 0.1377, 0.1484, -0.5406, 0.0734, -0.1289, -0.1274, 0.0243, 0.1094, 0.1415, 0.1388, 0.1336, 0.1603, -0.5381, 0.0705, -0.1316, -0.1256, 0.0319, 0.1372, 0.1362, 0.1395, 0.1384, 0.1561, -0.5430, 0.0611, -0.1428, -0.1318, 0.0634, 0.0983, 0.1394, 0.1363, 0.1361]}

***

Record 4
{"formula": "C27H28MoN2O6STe4", "method": "wB97M-V/def2-TZVPD", "e_tot_ev": -85577.048, "charge": -2, "homo_ev": [-0.485, -0.249], "multiplicity": 3, "e_above_lowest_kcal_mol": 119.3, "species": ["Mo", "C", "C", "C", "C", "C", "C", "C", "C", "C", "C", "H", "H", "H", "H", "H", "H", "H", "H", "H", "H", "H", "H", "H", "H", "H", "C", "C", "C", "C", "C", "C", "C", "S", "O", "O", "N", "C", "C", "O", "O", "H", "H", "H", "H", "H", "H", "H", "H", "H", "Te", "Te", "Te", "Te", "O", "C", "N", "C", "O", "C", "C", "C", "C", "C", "C", "H", "H", "H", "H"], "coordinates": [[-0.54, -0.28, 0.73], [-1.63, 0.34, 2.58], [-1.79, 1.41, 1.62], [-0.50, 2.09, 1.52], [0.41, 1.41, 2.38], [-0.28, 0.35, 3.02], [0.32, -0.52, 4.08], [1.80, 1.88, 2.66], [-0.27, 3.47, 0.96], [-3.11, 2.07, 1.30], [-2.74, -0.43, 3.20], [0.28, -0.03, 5.05], [1.37, -0.75, 3.86], [-0.21, -1.48, 4.16], [1.76, 2.94, 2.95], [2.44, 1.80, 1.79], [2.25, 1.32, 3.48], [0.41, 3.48, 0.09], [0.19, 4.10, 1.72], [-1.21, 3.93, 0.64], [-3.03, 2.76, 0.44], [-3.44, 2.66, 2.16], [-3.89, 1.34, 1.07], [-2.37, -1.31, 3.74], [-3.46, -0.79, 2.46], [-3.30, 0.19, 3.91], [-4.38, -7.81, 0.79], [-3.74, -6.49, 0.46], [-3.53, -6.13, -0.87], [-2.97, -4.91, -1.18], [-2.62, -4.03, -0.17], [-2.81, -4.38, 1.16], [-3.37, -5.61, 1.47], [-2.00, -2.45, -0.67], [-2.77, -2.23, -1.91], [-2.48, -1.50, 0.37], [-0.47, -2.46, -0.75], [0.18, -2.79, -1.95], [1.54, -2.05, -1.93], [2.53, -2.68, -1.61], [1.44, -0.82, -2.22], [-5.12, -8.07, 0.03], [-4.86, -7.77, 1.76], [-3.63, -8.60, 0.82], [-3.82, -6.81, -1.66], [-2.85, -4.61, -2.22], [-2.52, -3.68, 1.94], [-3.52, -5.88, 2.50], [-0.42, -2.48, -2.85], [0.31, -3.89, -2.05], [-0.99, -0.39, -1.55], [-1.53, 4.37, -2.48], [-1.81, 6.98, -2.68], [-1.24, 1.92, -2.09], [-0.20, -2.21, 1.73], [1.05, -1.97, 1.53], [1.39, -0.84, 0.86], [2.78, -0.74, 0.83], [3.37, 0.27, 0.44], [3.30, -1.94, 1.46], [4.59, -2.38, 1.68], [4.78, -3.57, 2.36], [3.68, -4.34, 2.78], [2.39, -3.93, 2.56], [2.19, -2.71, 1.92], [5.42, -1.79, 1.32], [5.78, -3.93, 2.56], [3.86, -5.29, 3.27], [1.54, -4.54, 2.86]], "lowdin_charge": [1.2015, -0.3593, -0.3434, -0.2751, -0.2583, -0.3058, -0.0402, -0.0166, -0.0952, -0.0450, -0.0399, 0.0841, 0.0735, 0.0701, 0.0783, 0.0709, 0.0737, 0.0591, 0.0707, 0.0361, 0.0474, 0.0812, 0.0772, 0.0680, 0.0674, 0.0791, -0.0659, -0.2875, -0.0466, -0.0518, -0.2470, -0.0414, -0.0455, 0.4233, -0.4345, -0.4492, -0.4426, -0.3062, -0.7466, 0.0083, -0.1662, 0.0720, 0.0696, 0.0774, 0.1077, 0.1156, 0.1084, 0.1052, 0.0875, 0.1178, 0.9395, -0.2952, -0.4606, 0.0891, -0.0878, -0.4480, -0.0011, -0.3860, 0.1038, -0.0654, 0.0020, -0.0768, -0.0883, -0.0006, -0.0726, 0.1202, 0.0939, 0.0946, 0.1178]}

***

Record 5
{"formula": "C27H36CdN10O2P", "method": "wB97M-V/def2-TZVPD", "e_tot_ev": -61431.694, "charge": 1, "homo_ev": -9.854, "multiplicity": 1, "e_above_lowest_kcal_mol": 5.3, "species": ["Cd", "N", "C", "N", "C", "N", "C", "C", "N", "C", "C", "N", "H", "H", "H", "H", "H", "O", "C", "C", "C", "C", "C", "C", "C", "N", "C", "C", "N", "H", "H", "H", "H", "H", "H", "H", "O", "P", "N", "C", "C", "C", "C", "N", "C", "C", "C", "C", "N", "C", "C", "C", "C", "H", "H", "H", "H", "H", "H", "H", "H", "H", "H", "H", "H", "H", "H", "H", "H", "H", "H", "H", "H", "H", "H", "H", "H"], "coordinates": [[0.13, 0.06, -2.16], [4.66, 0.59, -2.15], [3.70, -0.33, -2.32], [2.54, 0.28, -2.41], [2.86, 1.60, -2.27], [4.14, 1.82, -2.11], [1.86, 2.67, -2.29], [2.21, 4.02, -2.18], [1.29, 4.97, -2.16], [0.02, 4.60, -2.25], [-0.35, 3.26, -2.37], [0.58, 2.31, -2.39], [5.65, 0.45, -2.05], [3.89, -1.38, -2.38], [3.25, 4.31, -2.11], [-0.72, 5.39, -2.24], [-1.38, 2.94, -2.45], [-1.86, 0.26, -2.51], [-2.78, -0.66, -2.47], [-4.13, -0.23, -2.50], [-5.19, -1.10, -2.46], [-4.96, -2.47, -2.38], [-3.67, -2.93, -2.35], [-2.55, -2.06, -2.39], [-1.22, -2.66, -2.35], [-0.03, -2.06, -2.40], [0.94, -3.04, -2.32], [0.34, -4.25, -2.24], [-1.01, -4.00, -2.25], [-4.30, 0.84, -2.55], [-6.21, -0.72, -2.49], [-5.78, -3.17, -2.36], [-3.52, -4.00, -2.30], [1.99, -2.81, -2.36], [0.75, -5.24, -2.17], [-1.73, -4.70, -2.23], [0.44, 0.25, -0.09], [0.22, 0.16, 1.39], [-1.19, -0.55, 1.89], [-1.23, -2.03, 1.83], [-2.68, -2.34, 2.15], [-3.43, -1.25, 1.36], [-2.50, -0.03, 1.43], [1.41, -0.76, 2.04], [2.62, -1.09, 1.26], [3.45, -1.89, 2.25], [3.17, -1.20, 3.58], [1.69, -0.82, 3.49], [0.29, 1.67, 2.11], [-0.78, 2.65, 1.83], [-0.11, 4.04, 2.02], [1.34, 3.73, 2.42], [1.57, 2.35, 1.83], [-0.53, -2.45, 2.56], [-0.96, -2.41, 0.83], [-2.85, -2.22, 3.22], [-2.97, -3.34, 1.85], [-4.41, -1.04, 1.78], [-3.56, -1.57, 0.33], [-2.87, 0.70, 2.15], [-2.42, 0.45, 0.44], [3.15, -0.18, 0.95], [2.34, -1.65, 0.36], [4.51, -1.90, 1.99], [3.10, -2.93, 2.28], [3.78, -0.30, 3.67], [3.38, -1.83, 4.44], [1.46, 0.13, 3.97], [1.06, -1.59, 3.96], [-1.60, 2.50, 2.53], [-1.15, 2.55, 0.81], [-0.62, 4.62, 2.79], [-0.15, 4.60, 1.09], [1.44, 3.69, 3.50], [2.05, 4.47, 2.03], [2.40, 1.82, 2.29], [1.75, 2.42, 0.74]], "lowdin_charge": [1.3426, 0.0464, -0.1428, 0.0694, -0.3222, 0.1434, -0.2117, -0.0540, 0.1094, -0.0922, -0.0852, 0.0462, 0.1676, 0.1271, 0.1221, 0.1172, 0.1124, -0.2571, -0.3916, -0.0259, -0.0787, -0.0986, -0.0588, -0.1042, -0.2649, -0.0253, -0.1492, -0.0736, 0.1149, 0.1133, 0.1087, 0.1029, 0.0978, 0.0790, 0.1176, 0.1436, -0.3940, 0.5680, -0.1688, -0.1959, -0.1586, -0.1457, -0.1729, -0.1930, -0.2044, -0.1631, -0.1571, -0.1773, -0.1797, -0.1838, -0.1454, -0.1570, -0.2100, 0.1015, 0.1134, 0.1177, 0.1141, 0.1155, 0.0903, 0.1046, 0.1007, 0.1062, 0.0980, 0.1117, 0.1170, 0.1110, 0.1134, 0.1095, 0.1092, 0.1069, 0.1014, 0.1097, 0.0982, 0.1149, 0.1128, 0.1101, 0.1050]}